Molecular formula: C7H12S
Method: DFT, wB97M-V/def2-TZVPD

Calculated values
HOMO: -8.3 eV
ΔE to the lowest compared entry with this formula, charge and spin: 103.8 kcal/mol
electronic energy: -671.95153 Eh

CARTESIAN COORDINATES (ANGSTROEM)
C -0.135 -2.416 -0.309
C -0.065 -0.910 -0.245
C 1.128 -0.412 0.543
C 1.398 0.997 0.220
C 0.084 1.949 -0.153
C -1.128 1.010 -0.640
C -1.337 -0.105 0.277
H -1.084 -2.749 -0.954
H -0.135 -2.592 0.742
H 0.830 -2.854 -0.694
H 0.630 -0.528 1.617
H 2.134 -1.148 0.431
H 2.343 1.095 -0.535
H 1.899 1.676 0.917
H 0.125 2.729 -0.894
H -0.380 2.635 0.730
H -2.116 1.681 -0.359
H -2.210 -0.422 -0.106
H -1.464 0.299 1.287
S -0.518 0.066 -1.874

Atomic partial charges in e from the Mulliken method, atoms 1 to 6: C -1.28; C 0.65; C -0.40; C -0.80; C -0.78; C 0.13